Below is a structure of composition C61H50Cl3N3O4PtS3Te2, with properties calculated with ωB97M-V with the def2-TZVPD basis set.

Structure (XYZ):
```
127
Properties=species:S:1:pos:R:3:lowdin_spin:R:1
Pt -0.428 0.037 -0.225 1.2882
C 5.532 4.297 0.916 -0.0001
C 4.531 3.198 0.668 -0.0014
C 4.908 1.864 0.565 -0.0009
C 3.991 0.846 0.385 0.0043
C 4.573 -0.525 0.339 0.0000
O 5.634 -0.720 -0.227 -0.0002
C 3.936 -1.649 1.095 0.0001
C 3.141 -1.403 2.208 0.0001
C 2.691 -2.453 2.991 0.0000
C 3.020 -3.760 2.658 0.0001
C 3.806 -4.011 1.541 0.0000
C 4.267 -2.957 0.765 0.0001
C 2.590 1.106 0.216 0.0067
O 1.802 0.118 0.015 0.0869
C 2.210 2.495 0.252 0.0008
C 3.191 3.470 0.510 -0.0015
C 0.862 2.988 -0.043 0.0078
N -0.172 2.249 -0.196 0.1122
C -1.443 2.780 -0.677 0.0056
C -1.595 2.520 -2.175 0.0067
Te -0.820 0.614 -2.812 0.1080
C 1.060 1.467 -3.395 0.0078
C 1.112 2.579 -4.231 0.0046
C 2.336 3.141 -4.571 0.0002
C 3.514 2.594 -4.078 0.0011
C 3.467 1.466 -3.271 -0.0001
C 2.243 0.899 -2.939 0.0015
C 0.711 4.471 -0.222 0.0056
C 0.087 5.243 0.750 0.0006
C -0.082 6.606 0.556 0.0000
C 0.357 7.200 -0.620 0.0009
C 0.983 6.430 -1.592 0.0003
C 1.170 5.070 -1.391 0.0013
H 6.527 3.887 1.081 0.0000
H 5.265 4.890 1.793 0.0000
H 5.590 4.980 0.066 0.0000
H 5.953 1.587 0.650 0.0002
H 2.885 -0.382 2.463 0.0000
H 2.082 -2.254 3.865 0.0000
H 2.666 -4.583 3.266 0.0000
H 4.062 -5.030 1.280 0.0000
H 4.909 -3.131 -0.088 0.0000
H 2.880 4.505 0.580 0.0000
H -1.562 3.852 -0.504 0.0008
H -2.232 2.258 -0.134 0.0016
H -1.045 3.260 -2.756 0.0004
H -2.648 2.552 -2.450 0.0013
H 0.202 3.007 -4.637 0.0015
H 2.366 4.009 -5.217 0.0000
H 4.466 3.045 -4.326 0.0001
H 4.381 1.032 -2.884 0.0000
H 2.211 0.028 -2.297 0.0000
H -0.268 4.773 1.661 0.0000
H -0.564 7.202 1.319 0.0000
H 0.214 8.261 -0.777 0.0000
H 1.333 6.889 -2.507 0.0000
H 1.677 4.465 -2.135 0.0001
Cl 1.877 5.879 9.893 0.0000
C 1.400 4.983 8.490 0.0000
C 2.272 4.858 7.423 0.0000
C 1.860 4.144 6.310 0.0000
C 0.609 3.539 6.236 0.0000
C 0.250 2.768 4.976 0.0000
C 0.241 1.273 5.243 0.0007
N -0.282 0.587 4.086 0.0003
C -1.396 -0.221 4.042 0.0019
C -1.561 -0.565 2.735 0.0040
N -0.555 0.011 1.998 0.0506
C 0.192 0.684 2.832 0.0013
O -1.013 3.046 4.420 0.0000
C -1.241 4.372 3.993 0.0000
C -2.495 4.352 3.176 0.0000
C -3.180 5.466 2.806 0.0000
Cl -2.745 7.086 3.176 0.0000
S -4.582 5.111 1.883 0.0000
C -4.257 3.432 1.978 0.0000
C -3.130 3.169 2.689 0.0001
C -0.238 3.682 7.332 0.0000
Cl -1.824 2.974 7.359 0.0000
C 0.145 4.402 8.453 0.0000
H 3.248 5.320 7.459 0.0000
H 2.531 4.055 5.465 0.0000
H 1.031 2.998 4.235 0.0000
H -0.400 1.049 6.094 0.0001
H 1.253 0.933 5.475 0.0000
H -1.963 -0.458 4.924 0.0005
H -2.328 -1.159 2.267 0.0012
H 1.072 1.247 2.560 -0.0001
H -0.389 4.739 3.401 0.0000
H -1.357 5.052 4.845 0.0000
H -4.926 2.729 1.506 -0.0001
H -2.748 2.177 2.875 0.0000
H -0.533 4.504 9.288 0.0000
Te -3.125 -0.676 -1.010 0.1572
C -5.099 -0.137 -0.476 0.0472
C -6.231 -0.841 -0.768 0.0083
C -7.421 -0.214 -0.294 0.0027
C -7.176 0.954 0.357 -0.0013
S -5.493 1.294 0.389 0.0023
H -6.216 -1.775 -1.310 0.0015
H -8.411 -0.623 -0.432 0.0006
H -7.879 1.628 0.817 -0.0001
O -0.153 -2.346 -0.072 0.0525
S -1.077 -3.523 -0.240 0.0077
C -0.640 -4.592 1.134 0.0034
C -0.009 -4.006 2.216 0.0001
C 0.251 -4.777 3.342 0.0000
C -0.126 -6.111 3.376 -0.0001
C -0.760 -6.686 2.280 0.0003
C -1.023 -5.927 1.152 0.0007
C -0.405 -4.493 -1.581 0.0013
C 0.957 -4.445 -1.824 0.0006
C 1.469 -5.156 -2.896 -0.0001
C 0.619 -5.897 -3.711 0.0004
C -0.745 -5.924 -3.463 0.0001
C -1.268 -5.208 -2.394 0.0007
H 0.292 -2.968 2.154 0.0001
H 0.754 -4.335 4.193 0.0000
H 0.069 -6.705 4.258 0.0000
H -1.050 -7.728 2.307 0.0001
H -1.506 -6.371 0.291 0.0000
H 1.588 -3.843 -1.188 0.0001
H 2.531 -5.126 -3.103 0.0000
H 1.022 -6.444 -4.553 0.0000
H -1.405 -6.487 -4.110 0.0000
H -2.334 -5.197 -2.200 0.0001
```

As for the spin multiplicity: 3. Its energy above the lowest of the compared OMol25 structures with the same formula, charge and spin is 18.4 kcal per mole. As for the expectation value of S²: 2.01. The orbital gap (spin up / spin down) is 0.2351 / 0.2499 Ha.

Below is a structure of composition C44H43N4O4PS5Ti, with properties calculated with ωB97M-V with the def2-TZVPD basis set.

Structure (XYZ):
```
102
Properties=species:S:1:pos:R:3:lowdin_charge:R:1
Ti 2.211 -0.680 0.611 0.7444
C 5.245 -3.517 0.459 -0.0355
C 5.096 -3.138 1.905 -0.2129
C 5.460 -4.026 2.910 -0.0770
C 5.345 -3.674 4.247 -0.1173
C 4.875 -2.415 4.582 -0.0651
C 4.503 -1.498 3.602 -0.1932
C 4.007 -0.132 3.968 -0.0751
C 4.598 -1.872 2.257 -0.2020
N 4.130 -1.020 1.230 -0.0182
C 5.069 -0.529 0.330 -0.4938
O 6.269 -0.394 0.570 0.0194
C 4.460 -0.323 -1.000 -0.2152
C 5.152 -0.146 -2.173 -0.0359
C 4.560 -0.465 -3.403 -0.1171
C 3.333 -1.143 -3.375 -0.0503
C 2.658 -1.295 -2.187 -0.2394
N 3.112 -0.677 -1.040 -0.0960
C 1.477 -2.134 -1.937 -0.4866
O 0.917 -2.797 -2.823 -0.0093
N 1.124 -2.093 -0.607 0.0249
C 0.067 -2.934 -0.194 -0.2032
C 0.325 -3.857 0.837 -0.2040
C 1.705 -3.986 1.418 -0.0276
C -0.696 -4.679 1.299 -0.0746
C -1.969 -4.618 0.751 -0.1141
C -2.220 -3.709 -0.263 -0.0821
C -1.228 -2.855 -0.737 -0.2277
C -1.594 -1.806 -1.746 -0.0525
H 5.423 -4.589 0.356 0.0721
H 6.083 -2.979 0.009 0.0843
H 4.358 -3.245 -0.118 0.0711
H 5.833 -5.008 2.635 0.0938
H 5.625 -4.378 5.023 0.0828
H 4.796 -2.124 5.624 0.0990
H 4.249 0.108 5.005 0.0738
H 2.923 -0.043 3.866 -0.0035
H 4.439 0.624 3.315 0.0595
H 6.192 0.152 -2.105 0.1086
H 5.102 -0.336 -4.330 0.0688
H 2.920 -1.618 -4.257 0.1051
H 2.059 -3.059 1.874 0.0539
H 2.428 -4.263 0.649 0.0826
H 1.724 -4.745 2.202 0.0807
H -0.479 -5.384 2.094 0.0984
H -2.757 -5.267 1.117 0.0857
H -3.217 -3.629 -0.684 0.1008
H -0.993 -0.913 -1.580 0.0457
H -2.650 -1.539 -1.655 0.0750
H -1.385 -2.151 -2.759 0.0795
O 0.539 0.876 -2.158 -0.0648
N -0.668 1.471 -2.347 0.0012
C -1.221 1.257 -3.472 -0.1158
C -2.574 1.733 -3.791 -0.2044
C -2.952 1.661 -5.133 -0.0515
C -4.196 2.085 -5.561 -0.0982
C -5.092 2.588 -4.633 -0.0949
C -4.736 2.650 -3.293 -0.0891
C -3.488 2.226 -2.834 -0.3033
P -3.082 2.181 -1.035 1.1223
C -2.085 3.702 -0.871 -0.4005
C -1.291 3.823 0.264 -0.0890
C -0.521 4.963 0.459 -0.0633
C -0.534 5.979 -0.483 -0.0909
C -1.314 5.859 -1.624 -0.0984
C -2.086 4.725 -1.818 -0.1033
C -4.694 2.738 -0.325 -0.3869
C -5.640 1.743 -0.074 -0.1190
C -6.878 2.051 0.469 -0.0988
C -7.183 3.366 0.793 -0.1078
C -6.244 4.363 0.571 -0.0916
C -5.010 4.052 0.014 -0.0799
H 0.762 0.313 -2.925 0.0905
H -0.700 0.689 -4.250 0.1332
H -2.241 1.265 -5.851 0.1076
H -4.462 2.022 -6.609 0.0955
H -6.072 2.929 -4.943 0.0959
H -5.457 3.035 -2.585 0.0941
H -1.238 3.020 0.991 0.0915
H 0.115 5.022 1.330 0.1000
H 0.084 6.857 -0.339 0.0964
H -1.314 6.645 -2.370 0.0927
H -2.689 4.633 -2.714 0.0984
H -5.394 0.712 -0.306 0.0991
H -7.598 1.264 0.655 0.0957
H -8.143 3.610 1.231 0.0926
H -6.468 5.389 0.837 0.0970
H -4.280 4.835 -0.150 0.1002
S 0.903 1.199 5.199 -0.1739
S 0.760 2.643 3.737 -0.2728
S 2.388 2.570 2.470 -0.1026
S 1.994 1.734 0.585 0.0542
C -0.870 -1.346 4.002 -0.2764
S -0.390 -0.194 2.728 0.7763
C -1.667 -0.623 1.544 -0.2310
O 0.873 -0.850 2.172 -0.6466
H -1.865 -1.074 4.352 0.0587
H -0.149 -1.212 4.805 -0.0069
H -0.850 -2.352 3.582 0.0519
H -1.747 -1.701 1.418 0.0423
H -2.601 -0.191 1.907 0.0596
H -1.398 -0.137 0.605 0.0342
```

As for the net charge: -2. The orbital gap (spin up / spin down) is 0.1503 / 0.1504 Ha.